#a
Molecular formula: CH8N5
Method: DFT, ωB97M-V/def2-TZVPD

The geometry in ORCA input format:
```
! wB97M-V def2-TZVPD RIJCOSX def2/J DEFGRID3
* xyz 1 1
C 1.4497 0.0227 -0.8211
N -1.4626 0.0798 -1.0713
N 0.5837 -0.2295 0.0878
N 2.5810 0.6443 -0.6148
N -2.1394 -0.6920 1.3756
N -0.8778 -0.5951 -0.3372
H 1.4448 -0.2091 -1.8661
H -1.3893 1.0148 -1.6181
H -3.1283 -0.6031 1.1157
H 0.7519 0.0663 1.0140
H 2.7715 0.9236 0.3225
H 3.0319 1.1429 -1.2815
H -1.5562 0.0237 1.7989
H -2.0609 -1.5894 1.8955
*
```

As for the HOMO energy: -12.2882 eV. The LUMO energy comes out at -3.769 eV. For the gap between HOMO and LUMO, the calculation gives 8.519 eV.

Atom charges from the Löwdin analysis, given in e for atoms 1 to 5: number 1, C, carries -0.18; number 2, N, carries 0.09; number 3, N, carries 0.11; number 4, N, carries 0.20; number 5, N, carries 0.02



#b
Molecular formula: CH8N5
Method: DFT, ωB97M-V/def2-TZVPD

The geometry in ORCA input format:
```
! wB97M-V def2-TZVPD RIJCOSX def2/J DEFGRID3
* xyz 1 1
C 1.1987 0.0280 -0.1675
N 0.1521 0.8288 -0.2435
N 1.0183 -1.3057 -0.1964
N 2.5013 0.4407 0.0257
N -2.7825 0.3295 -0.2906
N -1.9266 -0.2727 0.4373
H 0.1590 1.6339 0.3263
H 0.1834 -1.5707 -0.7751
H 1.6683 -2.0488 -0.0694
H 3.1562 -0.3060 0.3369
H 2.7791 1.3318 0.4386
H -2.8452 -0.0708 -1.1942
H -3.4910 0.9988 0.0107
H -1.7712 -0.0168 1.3612
*
```

As for the HOMO energy (spin up / spin down): -13.0276 / -13.0309 eV. The LUMO energy (spin up / spin down) comes out at -5.607 / -5.603 eV. For the gap between HOMO and LUMO (spin up / spin down), the calculation gives 7.421 / 7.428 eV.

Atom charges from the Löwdin analysis, given in e for atoms 1 to 5: number 1, C, carries -0.57; number 2, N, carries 0.09; number 3, N, carries 0.14; number 4, N, carries 0.15; number 5, N, carries 0.13



Result of the stability comparison: #b is the most stable of them.



#a
Molecular formula: C4H11INO
Method: DFT, ωB97M-V/def2-TZVPD

The geometry in ORCA input format:
```
! wB97M-V def2-TZVPD RIJCOSX def2/J DEFGRID3
* xyz 1 1
C 1.2896 0.2017 -0.9578
C 1.1672 1.0201 1.3255
C -1.4130 -1.3695 -0.5829
C -1.0201 -0.2150 0.2703
N 0.7841 -0.0338 0.3979
O -1.4276 1.0015 -0.0746
I -3.5654 -1.5969 -0.2335
H 0.8531 1.1216 -1.3500
H 2.3753 0.3176 -0.9565
H 1.0352 -0.6325 -1.6115
H 0.9316 0.7359 2.3477
H 2.2423 1.1935 1.2479
H 0.6433 1.9408 1.0737
H -1.2899 -1.1835 -1.6472
H -0.9491 -2.3054 -0.2858
H -1.2151 -0.3704 1.3347
H 1.1121 -0.9412 0.7333
H -1.5535 1.1155 -1.0311
*
```

As for the HOMO energy: -13.3626 eV. The LUMO energy comes out at -3.742 eV. For the gap between HOMO and LUMO, the calculation gives 9.621 eV.

Atom charges from the Löwdin analysis, given in e for atoms 1 to 5: number 1, C, carries -0.03; number 2, C, carries -0.02; number 3, C, carries -0.54; number 4, C, carries -0.42; number 5, N, carries -0.14



#b
Molecular formula: C4H11INO
Method: DFT, ωB97M-V/def2-TZVPD

The geometry in ORCA input format:
```
! wB97M-V def2-TZVPD RIJCOSX def2/J DEFGRID3
* xyz 1 1
C -1.8503 0.0305 1.5194
C -0.9019 0.9733 0.8245
C 0.0960 -0.3246 -2.2827
C 0.8786 -0.5370 0.3761
N 2.1798 -0.7847 0.3571
O 0.4851 0.5333 0.8665
I 1.0665 1.3771 -3.1385
H -2.8852 0.3465 1.1547
H -1.6319 -1.0476 1.3279
H -2.0627 0.3061 2.5766
H -0.8918 1.9464 1.3438
H -1.0349 1.2017 -0.1977
H 0.3955 -1.1087 -2.9327
H -0.9983 -0.1444 -2.3172
H 0.1940 -1.2007 -0.3473
H 2.6640 -0.3224 1.1311
H 0.9589 2.0921 -4.5857
H 2.4837 -1.7250 0.0762
*
```

As for the HOMO energy: -12.2997 eV. The LUMO energy comes out at -3.922 eV. For the gap between HOMO and LUMO, the calculation gives 8.377 eV.

Atom charges from the Löwdin analysis, given in e for atoms 1 to 5: number 1, C, carries -0.05; number 2, C, carries -0.17; number 3, C, carries -0.55; number 4, C, carries -0.27; number 5, N, carries 0.21



Result of the stability comparison: #a is the most stable of them.